{"formula": "C4H9O3", "method": "ωB97M-V/def2-TZVPD", "energy_ev": -10437.194, "charge": -1, "homo_energy_ev": -4.162, "de_lowest_ev": 1.2714, "symbols": ["C", "C", "O", "O", "H", "H", "H", "C", "C", "O", "H", "H", "H", "H", "H", "H"], "positions_angstrom": [[1.580, -0.415, 2.625], [1.873, -0.430, 1.151], [0.973, -0.852, 0.384], [2.946, 0.000, 0.688], [1.459, 0.635, 3.120], [2.320, -1.030, 3.043], [0.451, -0.657, 2.665], [-0.813, 0.723, -1.645], [-2.190, 0.147, -1.417], [0.020, -0.333, -1.979], [-0.839, 1.329, -2.616], [-0.423, 1.330, -0.840], [-2.733, 1.008, -1.031], [0.503, -0.657, -1.133], [-2.348, -0.607, -0.690], [-2.778, -0.189, -2.324]], "forces_ev_per_angstrom": [[-3.84, 2.54, 0.09], [0.70, 1.37, -2.37], [-1.49, -0.88, 0.40], [0.81, 0.14, 1.15], [1.30, -1.52, -1.04], [0.48, -0.89, 1.42], [1.97, -0.85, 0.46], [-0.07, -1.11, -2.62], [-1.93, 1.83, -0.83], [1.77, -0.98, 0.70], [-0.25, -0.09, 1.39], [-0.07, 0.16, 0.46], [-0.79, 0.20, 0.11], [-0.41, 0.57, -0.78], [0.70, -0.90, 0.86], [1.13, 0.40, 0.61]], "mulliken_charge": [-0.82, 0.60, -0.80, -0.75, 0.24, 0.24, 0.24, -0.27, -0.93, -0.59, 0.19, 0.27, 0.31, 0.50, 0.33, 0.24]}